A structure of composition C54H50Cl2FN6O2S2Sn. Source: the Open Molecules 2025 dataset; level of theory: ωB97M-V/def2-TZVPD.

```
118
C54H50Cl2FN6O2S2Sn, DFT ωB97M-V/def2-TZVPD
Sn 0.203 0.050 -0.088
N 2.617 3.475 -1.131
C 1.514 2.979 -0.479
S 0.174 2.437 -1.399
N 1.624 2.965 0.840
N 0.617 2.274 1.425
C 0.232 2.584 2.607
C 0.869 3.678 3.411
C 2.213 3.562 3.770
C 2.820 4.524 4.562
C 2.097 5.627 5.002
C 0.775 5.774 4.617
C 0.169 4.808 3.822
C -0.858 1.751 3.180
C -1.549 2.130 4.322
C -2.546 1.296 4.818
C -2.806 0.096 4.203
C -2.029 -0.224 3.085
N -1.120 0.578 2.563
H 2.449 3.846 -2.050
H 3.284 3.962 -0.554
H 2.776 2.709 3.415
H 3.861 4.413 4.839
H 2.568 6.372 5.633
H 0.207 6.640 4.937
H -0.852 4.951 3.487
H -1.307 3.047 4.831
H -3.099 1.583 5.705
H -3.555 -0.603 4.547
H -1.596 -1.592 1.827
Cl -3.447 -2.753 -2.751
C -2.082 -1.936 -3.460
C -1.948 -2.016 -4.857
C -0.911 -1.411 -5.500
Cl -0.798 -1.517 -7.243
C 0.075 -0.712 -4.762
C 1.200 -0.071 -5.322
C 2.114 0.531 -4.504
C 1.917 0.492 -3.113
N 0.871 -0.076 -2.567
C -0.062 -0.659 -3.357
C -1.192 -1.233 -2.658
O -1.302 -1.085 -1.391
H -2.686 -2.572 -5.420
H 1.325 -0.068 -6.397
H 2.982 1.034 -4.909
H 2.636 0.945 -2.440
C 3.061 -1.085 4.166
C 1.592 -0.798 3.832
C 0.987 0.029 4.970
C 0.813 -2.078 3.564
C 0.218 -2.741 4.630
C -0.497 -3.912 4.437
C -0.597 -4.429 3.160
C 0.000 -3.816 2.055
C -0.144 -4.618 0.755
C 0.957 -5.682 0.632
C -0.271 -3.847 -0.551
C 0.710 -2.608 2.255
N 1.317 -1.890 1.200
C 2.609 -2.226 0.939
C 3.323 -3.312 1.510
C 4.644 -3.592 1.198
C 5.364 -2.804 0.309
C 4.714 -1.709 -0.254
C 3.404 -1.466 0.066
F 2.822 -0.343 -0.469
H 3.588 -0.150 4.379
H 3.577 -1.590 3.351
H 3.121 -1.720 5.056
H 1.563 -0.208 2.913
H 1.212 -0.417 5.943
H -0.095 0.114 4.882
H 1.412 1.037 4.971
H 0.305 -2.335 5.631
H -0.972 -4.414 5.271
H -1.144 -5.354 3.003
H -1.082 -5.167 0.878
H 1.917 -5.222 0.397
H 0.711 -6.380 -0.173
H 1.065 -6.252 1.558
H 0.653 -3.333 -0.815
H -1.067 -3.105 -0.515
H -0.516 -4.545 -1.358
H 2.806 -3.938 2.227
H 5.120 -4.447 1.665
H 6.396 -3.019 0.069
H 5.216 -1.032 -0.934
O -2.244 -1.424 2.527
S -4.496 -0.835 -0.143
C -6.048 -1.775 -0.022
C -6.447 -2.163 1.374
C -7.625 -1.686 1.939
C -7.997 -2.048 3.229
C -7.190 -2.900 3.969
C -6.019 -3.395 3.407
C -5.654 -3.032 2.121
C -4.885 0.629 0.863
C -5.907 1.539 0.239
C -5.617 2.212 -0.947
C -6.553 3.048 -1.534
C -7.803 3.219 -0.949
C -8.103 2.553 0.229
C -7.156 1.722 0.820
H -5.827 -2.666 -0.613
H -6.846 -1.223 -0.521
H -8.263 -1.033 1.354
H -8.917 -1.665 3.653
H -7.474 -3.183 4.975
H -5.379 -4.060 3.975
H -4.732 -3.410 1.694
H -3.919 1.130 0.939
H -5.188 0.316 1.864
H -4.649 2.066 -1.414
H -6.307 3.570 -2.450
H -8.536 3.870 -1.409
H -9.073 2.681 0.694
H -7.383 1.221 1.754
```

Properties
energy relative to the best compared isomer or geometry (same formula, charge and spin) = 0.0 kJ/mol
molar mass = 1087.78 g/mol
charge = -1